[1]
Formula: C19H26F5INO20PS
Source: the OMol25 dataset
Level of theory: wB97M-V/def2-TZVPD

The frontier orbital gap comes out at 8.2 eV. As for the spin multiplicity: 1. The calculation puts the HOMO energy at -8.0 eV.

Geometry (Å):
C 2.87902 2.98075 0.66217
S 3.53808 1.84737 -0.53254
O 4.93381 1.60729 -0.26303
O 3.29156 2.41726 -1.83539
C 2.58324 0.30184 -0.44404
C 3.49097 -0.93400 -0.50811
N 3.79636 -1.41925 -1.84770
I 2.25741 -2.36895 -2.79764
O 1.83168 0.25835 0.76045
C 0.47826 -0.14366 0.56013
P -0.42388 1.35964 -0.05868
O -0.74517 1.16420 -1.65180
O -1.81706 1.54922 0.79070
H 1.79461 2.90325 0.62596
H 3.29664 2.77129 1.64341
H 3.21686 3.95799 0.32376
H 1.92037 0.29832 -1.31285
H 4.45146 -0.75505 -0.02225
H 2.93979 -1.72459 0.00287
H 4.22035 -0.71218 -2.43456
H 0.11197 -0.50051 1.52233
H 0.45948 -1.00263 -0.12075
H -0.57783 2.03368 -2.03353
H -1.83826 0.95335 1.55122
C 2.48107 -0.87933 4.63187
C 3.54852 -0.88670 3.56104
O 3.15699 -1.98176 2.74968
C 1.79924 -2.08849 2.86356
O 1.11047 -2.70553 2.12516
O 1.34831 -1.38118 3.92052
F 4.77859 -1.13364 4.07674
H 2.72681 -1.55588 5.45217
H 2.28118 0.11072 5.03160
H 3.58809 0.01756 2.95171
C -3.67319 3.03898 -3.38273
C -3.62403 3.70826 -2.03159
O -4.53959 4.77917 -2.18084
C -5.46685 4.37775 -3.10048
O -6.51191 4.90622 -3.27358
O -5.02994 3.29035 -3.77974
F -2.38805 4.21802 -1.77500
H -2.99275 3.50411 -4.09629
H -3.46673 1.98257 -3.33628
H -3.93436 3.07180 -1.20146
C -4.77732 -1.57995 -6.54428
C -5.34267 -1.55372 -5.14266
O -4.33695 -0.85979 -4.42556
C -3.72298 -0.02417 -5.30958
O -3.02441 0.88138 -4.99883
O -4.02738 -0.36143 -6.58230
F -5.47685 -2.79906 -4.62898
H -4.10645 -2.42640 -6.69544
H -5.54422 -1.58999 -7.31369
H -6.29006 -1.02131 -5.04474
C -2.00476 3.45637 5.28917
C -2.60401 2.41903 4.36870
O -1.45730 1.90181 3.71069
C -0.40592 2.04127 4.57400
O 0.63404 1.48833 4.45733
O -0.72060 2.89134 5.57668
F -3.42823 2.97604 3.45422
H -1.87722 4.41654 4.78840
H -2.57955 3.60143 6.19953
H -3.12718 1.60701 4.87672
C 3.06028 -5.80363 1.71062
C 4.17137 -6.04575 0.71351
O 3.51198 -5.86090 -0.52786
C 2.49292 -4.98651 -0.29979
O 1.90687 -4.38353 -1.13960
O 2.24578 -4.85523 1.01919
F 4.64619 -7.31340 0.78172
H 2.48139 -6.70766 1.90558
H 3.41645 -5.39842 2.65454
H 5.00524 -5.34572 0.78650

Here are the Löwdin charges for atoms 1 to 4, given in e: number 1, C, carries -0.139; number 2, S, carries 0.645; number 3, O, carries -0.318; number 4, O, carries -0.325

[2]
Formula: C19H26F5N6O13P2TaTe
Source: the OMol25 dataset
Level of theory: wB97M-V/def2-TZVPD

The frontier orbital gap comes out at 7.7 eV. As for the spin multiplicity: 1. Its energy relative to the best compared isomer or geometry (same formula, charge and spin) is 2.1770 eV. The calculation puts the HOMO energy at -9.3 eV.

Geometry (Å):
Ta -0.01444 1.37724 -1.73127
N -1.68999 1.06768 -3.25304
C -2.92566 1.80387 -2.92632
C -2.52452 3.07775 -2.21165
O -3.19938 4.08289 -2.26676
N -1.31007 2.97488 -1.57888
C -0.53493 4.21622 -1.51419
C 0.65904 4.02215 -2.46141
O 1.59182 4.80462 -2.52306
O 0.61817 2.87884 -3.08822
H -1.27948 1.40707 -4.11987
H -1.84435 0.06843 -3.35139
H -3.53599 1.19423 -2.26516
H -3.49785 2.07005 -3.81256
H -0.14939 4.41945 -0.51387
H -1.14881 5.06083 -1.82632
N 5.34710 1.20200 -1.01308
C 3.99151 0.91007 -0.38140
C 4.25724 0.42518 1.03887
P 3.42944 -0.49555 -1.44871
O 3.47877 0.16543 -2.88426
O 4.46128 -1.52940 -1.27623
O 1.94366 -0.72351 -1.00874
P 3.03764 2.49185 -0.45560
O 3.70914 3.12590 -1.76124
O 3.17957 3.29494 0.75438
O 1.61047 2.11248 -0.95002
H 5.82798 0.29831 -1.11370
H 5.88993 1.83968 -0.43004
H 5.20356 1.63245 -1.93325
H 5.01363 -0.36067 1.02295
H 3.34515 0.01807 1.46317
H 4.56657 1.25991 1.66987
H 2.59049 0.35824 -3.26177
H 3.10992 3.77509 -2.20908
N 0.26722 -1.81046 0.71277
C -0.59071 -2.33036 1.29871
N -1.55307 -2.88842 1.97535
C -1.31460 -4.17635 2.64849
C -1.90758 -5.29764 1.81342
O -3.28030 -5.05445 1.56805
C -3.45649 -3.87521 0.79842
C -2.95123 -2.65957 1.55482
H -1.80435 -4.12998 3.62264
H -0.24328 -4.30455 2.79354
H -1.84115 -6.24319 2.34968
H -1.36278 -5.38449 0.86485
H -4.52420 -3.77734 0.60798
H -2.93031 -3.96704 -0.15753
H -3.53780 -2.49936 2.46082
H -2.99402 -1.76295 0.93758
O -2.68553 0.74587 -0.17293
C -1.81274 0.86931 0.66690
N -0.49294 1.15153 0.38076
C 0.26422 1.03944 1.55018
O 1.46009 1.12362 1.65599
C -0.68892 0.76400 2.67431
C -0.45499 0.58932 4.02149
C -1.56095 0.33719 4.82942
C -2.84619 0.27091 4.29245
C -3.06385 0.44346 2.92815
C -1.95657 0.68296 2.14055
H 0.54641 0.65362 4.42612
H -1.42631 0.19906 5.89441
H -3.68541 0.08732 4.95097
H -4.05708 0.39788 2.50002
F -0.80321 -3.25388 -1.12214
Te 0.55476 -2.07306 -1.70937
F 0.93466 0.47673 -3.24745
F -0.36263 -2.51299 -3.29471
F 1.61364 -3.40540 -0.97748
F 1.91020 -2.13251 -3.01973
O -0.56920 -0.61965 -1.59562

Here are the Löwdin charges for atoms 1 to 4, given in e: number 1, Ta, carries 1.979; number 2, N, carries -0.042; number 3, C, carries -0.115; number 4, C, carries -0.509

[3]
Formula: C19H26N2O4Pd
Source: the OMol25 dataset
Level of theory: wB97M-V/def2-TZVPD

The charge is +2. The frontier orbital gap (alpha / beta) comes out at 9.3 / 6.5 eV. As for the spin multiplicity: 5. As for the expectation value of S²: 6.01. Its energy relative to the best compared isomer or geometry (same formula, charge and spin) is 0.0000 eV. The calculation puts the HOMO energy (alpha / beta) at -15.1 / -15.5 eV.

Geometry (Å):
Pd -0.54342 -0.94525 -0.72692
C 0.33124 -0.33186 1.80419
C 0.59317 1.02300 1.43029
C 1.83101 1.05530 0.71498
C 2.30910 -0.28641 0.60548
C 1.39491 -1.14072 1.29696
C 1.63276 -2.58166 1.55470
C 3.56650 -0.70061 -0.05041
C 2.52756 2.28004 0.27380
C -0.21047 2.21042 1.78606
C -0.77373 -0.76595 2.69448
H 2.53040 -2.69363 2.17098
H 1.82644 -3.12220 0.62542
H 0.80219 -3.05690 2.06643
H 4.41997 -0.43058 0.58278
H 3.71012 -0.18593 -1.00295
H 3.60564 -1.77479 -0.21614
H 1.83580 3.02214 -0.12861
H 3.30536 2.08125 -0.46125
H 3.01065 2.75110 1.13937
H 0.30719 2.78722 2.56115
H -1.19375 1.94992 2.17051
H -0.31874 2.88072 0.93059
H -0.57622 -0.42209 3.71516
H -0.88697 -1.84602 2.71459
H -1.72470 -0.31993 2.39621
C -2.47606 -4.86557 -1.42964
O -1.88528 -3.52736 -1.65857
C -1.37051 -2.94081 -0.64420
O -1.24728 -3.26909 0.50547
H -2.84978 -5.16772 -2.39933
H -3.27747 -4.76889 -0.70302
H -1.69499 -5.53175 -1.07500
O 3.17230 -0.50754 -3.71086
C 2.89080 0.49565 -4.67959
N 3.28282 1.80900 -4.24815
C 2.58147 2.65451 -3.45190
O 3.00959 3.72192 -3.07096
C 1.19548 2.26686 -2.99224
C 0.20123 3.24348 -3.02394
C -1.03078 2.98246 -2.44818
C -1.21781 1.77525 -1.79909
N -0.25211 0.85124 -1.73898
C 0.91952 1.07461 -2.35602
H 4.01812 -0.92155 -3.91269
H 1.81677 0.47867 -4.85422
H 3.39147 0.27778 -5.62050
H 4.21194 2.13869 -4.47265
H 0.40862 4.20093 -3.48481
H -1.83057 3.70832 -2.47919
H -2.15420 1.53659 -1.31001
H 1.65542 0.28076 -2.29757

Here are the Löwdin charges for atoms 1 to 4, given in e: number 1, Pd, carries 0.887; number 2, C, carries -0.178; number 3, C, carries -0.146; number 4, C, carries -0.136

[4]
Formula: C19H26N2O5
Source: the OMol25 dataset
Level of theory: wB97M-V/def2-TZVPD

The frontier orbital gap comes out at 9.5 eV. As for the spin multiplicity: 1. The SMILES is CCCOc1ccccc1C(=O)N1CCNC(=O)[C@H]1CC(=O)OC(C)C. Its energy relative to the best compared isomer or geometry (same formula, charge and spin) is 0.6651 eV. The calculation puts the HOMO energy at -8.8 eV.

Geometry (Å):
C -4.54779 -2.07577 -0.02556
C -4.45605 -0.67609 -0.62146
C -3.11305 -0.39830 -1.30058
H -3.14264 0.57946 -1.79249
H -2.90145 -1.14828 -2.06599
O -2.05924 -0.29964 -0.35881
C -1.23406 -1.34640 -0.08394
C -1.24252 -2.58792 -0.71067
C -0.35536 -3.57695 -0.32218
C 0.53631 -3.36364 0.71307
C 0.54969 -2.13378 1.34713
C -0.29113 -1.11439 0.93365
C -0.29107 0.16941 1.69773
O -0.53896 0.18448 2.88978
N 0.02618 1.30935 1.02482
C 0.24085 1.40672 -0.39681
C -0.88158 2.18512 -1.09169
O -1.03786 2.13300 -2.29524
N -1.63500 2.98549 -0.31453
H -2.38946 3.46000 -0.79212
C -1.63901 3.03542 1.13213
C -0.28558 2.57004 1.66253
H -0.33475 2.40005 2.73917
H 0.49299 3.30304 1.44497
H -1.85029 4.05963 1.45118
H -2.42225 2.37479 1.52638
H 0.27181 0.40580 -0.83188
C 1.57293 2.08482 -0.76353
C 2.80392 1.24566 -0.47652
O 3.84781 1.71472 -0.10419
O 2.60690 -0.03863 -0.74966
C 3.74653 -0.91813 -0.68587
C 4.09271 -1.25825 0.75789
H 4.96695 -1.90283 0.77854
H 3.25936 -1.77134 1.22870
H 4.31498 -0.35023 1.31231
C 3.37776 -2.15201 -1.49584
H 3.13068 -1.87298 -2.51667
H 4.21280 -2.84603 -1.51052
H 2.51348 -2.63769 -1.04923
H 4.59367 -0.39015 -1.14413
H 1.55716 2.25905 -1.84366
H 1.69885 3.04838 -0.27009
H 1.20934 -1.94538 2.18078
H 1.20445 -4.14950 1.03075
H -0.37933 -4.53066 -0.82844
H -1.94376 -2.80602 -1.49986
H -5.24392 -0.53635 -1.36405
H -4.59876 0.06328 0.16919
H -5.51146 -2.21289 0.45914
H -4.44509 -2.83325 -0.79978
H -3.76824 -2.22931 0.71732

Here are the Löwdin charges for atoms 1 to 4, given in e: number 1, C, carries -0.098; number 2, C, carries -0.211; number 3, C, carries -0.181; number 4, H, carries 0.119

Please write out number 4 again, unchanged.
Formula: C19H26N2O5
Source: the OMol25 dataset
Level of theory: wB97M-V/def2-TZVPD

The frontier orbital gap comes out at 9.5 eV. As for the spin multiplicity: 1. The SMILES is CCCOc1ccccc1C(=O)N1CCNC(=O)[C@H]1CC(=O)OC(C)C. Its energy relative to the best compared isomer or geometry (same formula, charge and spin) is 0.6651 eV. The calculation puts the HOMO energy at -8.8 eV.

Geometry (Å):
C -4.54779 -2.07577 -0.02556
C -4.45605 -0.67609 -0.62146
C -3.11305 -0.39830 -1.30058
H -3.14264 0.57946 -1.79249
H -2.90145 -1.14828 -2.06599
O -2.05924 -0.29964 -0.35881
C -1.23406 -1.34640 -0.08394
C -1.24252 -2.58792 -0.71067
C -0.35536 -3.57695 -0.32218
C 0.53631 -3.36364 0.71307
C 0.54969 -2.13378 1.34713
C -0.29113 -1.11439 0.93365
C -0.29107 0.16941 1.69773
O -0.53896 0.18448 2.88978
N 0.02618 1.30935 1.02482
C 0.24085 1.40672 -0.39681
C -0.88158 2.18512 -1.09169
O -1.03786 2.13300 -2.29524
N -1.63500 2.98549 -0.31453
H -2.38946 3.46000 -0.79212
C -1.63901 3.03542 1.13213
C -0.28558 2.57004 1.66253
H -0.33475 2.40005 2.73917
H 0.49299 3.30304 1.44497
H -1.85029 4.05963 1.45118
H -2.42225 2.37479 1.52638
H 0.27181 0.40580 -0.83188
C 1.57293 2.08482 -0.76353
C 2.80392 1.24566 -0.47652
O 3.84781 1.71472 -0.10419
O 2.60690 -0.03863 -0.74966
C 3.74653 -0.91813 -0.68587
C 4.09271 -1.25825 0.75789
H 4.96695 -1.90283 0.77854
H 3.25936 -1.77134 1.22870
H 4.31498 -0.35023 1.31231
C 3.37776 -2.15201 -1.49584
H 3.13068 -1.87298 -2.51667
H 4.21280 -2.84603 -1.51052
H 2.51348 -2.63769 -1.04923
H 4.59367 -0.39015 -1.14413
H 1.55716 2.25905 -1.84366
H 1.69885 3.04838 -0.27009
H 1.20934 -1.94538 2.18078
H 1.20445 -4.14950 1.03075
H -0.37933 -4.53066 -0.82844
H -1.94376 -2.80602 -1.49986
H -5.24392 -0.53635 -1.36405
H -4.59876 0.06328 0.16919
H -5.51146 -2.21289 0.45914
H -4.44509 -2.83325 -0.79978
H -3.76824 -2.22931 0.71732

Here are the Löwdin charges for atoms 1 to 4, given in e: number 1, C, carries -0.098; number 2, C, carries -0.211; number 3, C, carries -0.181; number 4, H, carries 0.119